{
  "formula": "C48H82F6O24",
  "method": "ωB97M-V/def2-TZVPD",
  "species": ["F", "F", "F", "F", "F", "F", "O", "O", "O", "O", "O", "O", "O", "O", "O", "O", "O", "O", "O", "O", "O", "O", "O", "O", "O", "O", "O", "O", "O", "O", "C", "C", "C", "C", "C", "C", "C", "C", "C", "C", "C", "C", "C", "C", "C", "C", "C", "C", "C", "C", "C", "C", "C", "C", "C", "C", "C", "C", "C", "C", "C", "C", "C", "C", "C", "C", "C", "C", "C", "C", "C", "C", "C", "C", "C", "C", "C", "C", "H", "H", "H", "H", "H", "H", "H", "H", "H", "H", "H", "H", "H", "H", "H", "H", "H", "H", "H", "H", "H", "H", "H", "H", "H", "H", "H", "H", "H", "H", "H", "H", "H", "H", "H", "H", "H", "H", "H", "H", "H", "H", "H", "H", "H", "H", "H", "H", "H", "H", "H", "H", "H", "H", "H", "H", "H", "H", "H", "H", "H", "H", "H", "H", "H", "H", "H", "H", "H", "H", "H", "H", "H", "H", "H", "H", "H", "H", "H", "H", "H", "H"],
  "xyz": [[-6.73428, -1.00263, 5.47037], [-7.65150, 0.39782, 4.20397], [7.95641, -0.04011, -4.45233], [6.19551, -1.00283, -3.87090], [6.17602, 0.49597, -5.41703], [-5.94057, 1.03932, 5.34551], [-4.21525, 6.64501, 4.04198], [-2.40990, -8.59010, 1.05493], [-5.10237, 4.96652, 0.87584], [-8.41813, 1.85985, 6.43282], [0.43915, -1.00980, -2.83371], [3.85668, -5.99407, -1.01064], [2.97057, -4.11543, -9.24398], [4.73196, -3.23760, -10.31643], [-1.58146, -0.57076, -0.66100], [-0.58100, 4.42231, -5.55746], [5.96000, 2.46101, -3.79902], [-8.40999, -0.36614, 7.27301], [6.78986, 1.30830, -2.08575], [2.04408, -5.83542, 6.00186], [5.52498, 0.84348, 3.95433], [2.43563, 6.74532, 3.06962], [3.05938, -6.09022, -3.07992], [-0.03365, -5.52762, 5.33679], [-0.36580, 6.69378, -5.27863], [7.67570, 2.81259, 4.33698], [-4.58053, -2.10977, -6.42478], [-3.61328, -6.93785, 0.18164], [1.99682, 6.02823, 1.00290], [-5.87718, -0.99657, -7.91087], [6.42822, 1.30277, -3.23827], [-5.62098, -0.16568, -5.69312], [-5.17935, -0.90177, -4.50006], [1.74102, -6.27868, 8.31098], [5.48718, 3.50708, -3.01595], [5.45980, 2.02275, 3.27426], [4.16823, -4.04560, -9.44392], [2.44403, 6.93272, 1.76261], [5.19406, -4.83877, -8.73444], [-2.30724, -9.25359, 2.30267], [1.07457, -0.81690, -4.07302], [-8.02803, 0.67727, 6.45705], [2.73942, -6.39560, 7.18089], [3.50717, 8.80279, 2.77273], [-4.49704, 5.73747, 5.12074], [4.63407, -0.11426, 3.36559], [6.40307, -4.80618, -9.70835], [-1.71230, 7.01218, -3.44676], [-4.03836, -7.57832, 2.48221], [1.45867, -5.57521, -1.50809], [0.69917, -5.88196, 6.19934], [-4.85427, 6.44558, 2.78169], [2.64805, 7.98969, 3.75833], [-4.27315, 5.24060, 2.00610], [2.99597, 8.29311, 1.47181], [-1.81393, -1.38980, 0.47709], [6.28091, 3.05847, 4.05372], [-4.35251, -2.05807, -5.03899], [-0.91307, 5.46540, -5.03989], [-7.05778, 0.28196, 5.35936], [-0.26863, 0.01589, -0.74194], [0.36625, -6.44145, 7.59877], [-5.04024, 3.61362, 0.35799], [-10.86663, -0.36979, 7.61543], [-2.05379, 5.65337, -3.99244], [2.90609, -5.86493, -1.78181], [-9.45906, -0.16399, 8.20993], [-5.34541, -1.06664, -6.82669], [-1.10763, 7.70074, -4.61924], [-3.63029, -8.96215, 2.99754], [5.07548, 4.57977, -3.91988], [1.81095, -6.30497, -3.73830], [-3.37647, -7.63660, 1.12595], [0.72275, -5.97230, -2.81815], [8.48087, 2.21982, 3.34738], [6.68317, 0.12522, -4.24332], [6.14314, -3.42572, -10.41296], [0.23310, 0.19851, -2.15558], [3.73065, 8.10504, 0.68888], [0.09434, -7.49023, 7.47945], [0.05965, -6.83002, -2.70537], [-4.54328, -2.99096, -4.50852], [-4.59820, -0.28810, -3.81175], [3.25042, 7.95646, 4.66614], [-9.36823, 0.82624, 8.65637], [4.62987, -1.03790, 3.94437], [-2.66112, 7.46091, -3.15271], [3.60409, -5.76156, 7.37696], [-1.00068, 6.97707, -2.62186], [0.29939, -0.43178, -4.73551], [1.62128, -7.30762, -4.12146], [-4.37467, -9.74108, 2.83233], [-2.85756, -1.70193, 0.51642], [5.71323, 3.28352, 4.95659], [-3.57243, -9.04179, 4.08309], [-3.30843, -1.76969, -4.91710], [4.72452, 3.18424, -2.30727], [-5.93829, 6.45087, 2.89562], [-4.03883, 3.26785, 0.10159], [8.01783, 1.25370, 3.14663], [-1.41156, -8.93380, 2.83520], [4.92428, -0.32785, 2.33689], [5.83517, 1.78739, 2.27837], [-5.64879, 3.48977, -0.53780], [-3.53332, -6.82934, 3.09218], [-4.17674, 4.70920, 4.95290], [0.50595, -0.53659, -0.21006], [-11.52909, -0.47945, 8.47404], [6.36985, 3.88108, -2.49719], [6.57233, -3.45742, -11.41440], [-0.46861, -5.89957, 8.04315], [9.47464, 2.11995, 3.78390], [-6.03209, -1.19468, -3.88758], [-3.91847, 6.08751, 5.97563], [-0.48149, 8.50317, -4.22920], [-0.40165, 0.99559, -0.28305], [1.76405, -5.51268, -4.48541], [-1.47777, -0.88528, 1.38292], [1.87467, -6.96896, 9.14389], [-4.52750, 7.34675, 2.26285], [6.36130, -5.60930, -10.44411], [-5.10083, -7.36084, 2.37278], [3.61465, 0.27143, 3.35371], [-4.16416, 4.32352, 2.58505], [1.79921, -5.25758, 8.68790], [1.72174, 8.51156, 3.99860], [-1.79126, 8.21007, -5.29846], [-1.30709, -2.35119, 0.39385], [1.26085, -4.51566, -1.34590], [1.23414, -1.80827, -4.49706], [3.41386, 9.88387, 2.87608], [2.91765, -7.45767, 7.01258], [-0.48405, 0.67598, -2.82328], [-5.31314, 2.80804, 1.03965], [-5.51838, 5.95660, 5.43211], [-10.84245, -1.26256, 6.99056], [-11.31129, 0.46659, 7.07612], [2.16729, 8.83405, 1.01488], [-5.02616, 0.73181, -5.86281], [7.39563, -5.00804, -9.30560], [8.58504, 2.85558, 2.46815], [4.41164, 2.29490, 3.15025], [6.17981, 3.94174, 3.42306], [6.67453, -2.58130, -9.97399], [-9.38394, -0.86936, 9.03753], [4.28790, 5.21050, -3.50763], [1.10966, -6.10797, -0.62352], [4.72112, 4.27817, -4.90556], [-2.21109, -10.31224, 2.06160], [5.42676, -4.25624, -7.84302], [2.04206, -0.31487, -4.06917], [-3.04251, 5.41806, -4.38634], [5.93361, 5.23181, -4.08285], [4.77901, -5.80645, -8.45261], [-3.25930, 5.43502, 1.65625], [-1.90731, 5.03951, -3.10372], [1.13324, 0.79758, -2.01784], [4.55951, 8.60452, 2.97611], [0.11192, -5.17676, -3.24490], [-6.66371, 0.14691, -5.63769]],
  "forces_ev_per_angstrom": [[0.8, -0.4, 0.2], [-0.7, 0.6, -1.3], [2.0, 0.0, 0.3], [-1.2, -1.5, 0.9], [-0.8, -0.2, -0.7], [-0.6, -0.4, 0.3], [0.5, -0.6, 0.3], [-0.3, 0.6, 0.0], [-0.3, -1.1, -0.5], [0.8, -3.8, 0.8], [1.4, -0.8, 1.1], [-2.1, 0.7, -1.3], [1.3, 0.5, -0.5], [0.4, 1.2, -1.7], [0.3, -0.4, -0.3], [0.0, 1.8, 0.4], [0.1, -3.7, -1.9], [1.1, 1.3, -1.6], [-0.5, -1.2, -0.8], [0.4, -0.6, 1.3], [-0.8, -2.7, 1.1], [-0.3, 0.0, 2.0], [0.4, -1.0, -0.9], [-0.9, 0.2, -0.4], [0.5, -0.8, -0.7], [-1.5, 0.6, 0.9], [-0.5, -0.3, -1.0], [-0.1, -0.1, 0.1], [1.8, 3.4, 2.2], [1.2, -0.2, 0.6], [0.7, 2.6, 1.6], [-0.1, 1.6, -0.2], [-0.1, -0.1, 2.1], [-1.3, 0.5, 0.1], [1.0, 0.1, 1.7], [1.1, 0.1, -0.2], [-2.2, -0.9, 0.9], [-1.9, -3.5, -2.4], [1.3, -0.5, -0.1], [-0.3, -0.9, 0.0], [-1.1, -1.3, -0.6], [-2.0, 2.9, 1.1], [-0.9, 0.3, -0.4], [-0.2, 0.6, 0.6], [0.1, 1.5, -0.2], [0.4, 0.2, 0.4], [-0.6, 0.1, -0.1], [-2.2, 0.6, -0.2], [0.7, -1.1, -0.1], [-1.2, 0.2, -0.1], [0.5, -0.3, 0.4], [1.2, -0.1, 0.4], [1.1, 1.3, -0.1], [-0.4, -0.6, -0.4], [0.1, -0.8, -1.9], [0.4, -0.2, -0.5], [-0.1, 0.3, -1.4], [1.0, 0.8, 1.1], [-1.0, -1.4, 0.3], [0.8, -0.9, 0.5], [-1.1, -0.2, 0.0], [1.1, 0.4, -0.4], [0.6, 0.1, 0.3], [0.4, 0.3, 0.3], [1.7, -0.9, 0.7], [1.9, -0.7, 2.0], [-1.5, 1.0, 0.4], [-2.0, -0.9, -1.5], [0.3, 1.4, 0.5], [-0.6, -0.4, 1.5], [-0.6, 1.9, -1.2], [0.4, 1.2, -1.6], [0.1, 1.0, -1.1], [-1.4, 0.1, 1.9], [-0.7, 0.0, 0.3], [-0.5, 2.6, -0.6], [1.5, -1.1, 0.7], [-1.1, 0.0, -0.3], [0.1, 0.4, -0.1], [-0.1, 0.0, 0.0], [0.0, 0.1, 0.4], [0.0, -0.1, -0.5], [0.2, 0.0, -0.1], [-0.4, -1.1, 0.1], [0.0, 0.1, -0.1], [0.3, 0.2, 0.0], [0.3, 0.5, 0.4], [0.2, -0.5, -0.3], [-0.2, -0.2, 0.0], [0.5, 0.9, -0.4], [1.1, 0.0, -0.3], [0.0, 0.1, -0.8], [-0.2, 0.7, 0.0], [0.6, -0.2, 0.4], [0.4, 0.5, 0.1], [0.2, -0.4, 0.2], [0.0, -0.2, 0.0], [-0.1, -0.4, -0.2], [0.5, 0.7, -0.3], [0.5, -0.2, -0.6], [-0.1, 0.2, 0.1], [0.1, -0.1, -0.2], [0.3, 0.7, -0.6], [-0.1, 0.6, 0.2], [-0.1, 0.3, -0.2], [-0.6, -0.1, -0.3], [-0.2, -0.3, 0.3], [-0.1, -0.5, 0.0], [-0.3, -0.1, 0.8], [-1.0, 0.0, -0.4], [0.2, -0.1, -0.1], [-0.1, -0.2, 0.0], [-0.1, -0.5, -0.2], [0.3, 0.1, -0.2], [0.6, -0.2, -0.4], [0.5, 0.3, 0.0], [0.4, -0.7, -0.8], [-0.2, 0.0, 0.2], [0.2, 0.0, -0.2], [-0.5, 0.0, -0.3], [-0.6, 0.0, -0.2], [0.2, -0.1, 0.1], [-0.2, 0.2, 0.0], [-0.4, 0.0, 0.6], [-0.1, 0.0, 0.3], [-0.3, -0.4, -0.2], [-0.3, -0.5, -0.2], [0.6, 0.0, 0.0], [0.5, 0.1, 0.3], [0.3, -0.2, 0.2], [-0.3, 0.0, 0.1], [0.6, 0.2, -0.4], [-0.2, 1.1, 0.5], [-0.7, 0.4, 0.7], [-0.4, -1.0, -0.1], [-0.3, 0.0, 0.1], [0.6, 0.1, -0.3], [0.1, 0.4, 0.1], [0.0, 0.2, 0.0], [-0.1, 0.8, 0.5], [-0.2, -0.1, -0.3], [-0.1, 0.8, 0.1], [0.3, 0.5, -0.1], [-0.3, 0.0, 0.6], [0.7, -0.2, -0.4], [0.0, -0.1, 0.2], [0.1, 0.0, -0.1], [0.0, -0.4, 0.1], [0.1, 0.0, 0.2], [0.1, -0.2, 0.3], [-0.2, 0.5, 0.2], [0.1, 0.5, -0.2], [-0.1, 0.1, -0.3], [0.3, 0.1, 0.0], [0.2, 0.4, 0.0], [0.0, -1.0, -0.6], [0.3, 0.1, -0.5], [0.0, -0.3, -0.4], [0.0, 0.1, 0.4], [0.1, -0.1, -0.4]],
  "total_charge": 0,
  "smiles": "CCOC(=O)C(F)(F)F.CCOC(=O)C(F)(F)F.O=C1CCCO1.O=C1CCCO1.O=C1CCCO1.O=C1CCCO1.O=C1CCCO1.O=C1CCCO1.O=C1CCCO1.COCCOC.COCCOC.COCCOC",
  "gap_ha": 0.356,
  "lumo_energy_ha": 0.008
}